[1]
ORCA calculation (ωB97M-V with the def2-TZVPD basis set) on 5 unconnected molecules or ions with the total composition C24H54F4N5O8S4 in a non-equilibrium geometry.

Results
F_max in eV Å⁻¹: 9.8
E_HOMO (spin up / spin down) in eV: -3.5038 / -7.7868
Expectation value of S²: 0.752
Spin multiplicity: 2
Gap between HOMO and LUMO (spin up / spin down) in Ha: 0.1094 / 0.2653

Last column: Mulliken charge in e.
Atoms and positions in Å:
C (-0.797, 11.008, -21.963)  -1.352
C (-2.049, 10.030, -22.008)  -0.421
C (-2.476, 9.619, -20.585)  -0.308
N (-3.723, 8.668, -20.434)  0.931
C (-4.928, 9.470, -20.949)  -1.034
C (-3.577, 7.316, -21.141)  -0.694
C (-4.632, 6.422, -20.371)  -0.719
C (-4.878, 7.142, -19.014)  -0.928
C (-3.801, 8.160, -18.946)  0.178
H (-0.999, 11.976, -21.505)  0.229
H (-0.561, 11.273, -22.993)  0.434
H (0.086, 10.579, -21.490)  0.395
H (-1.730, 9.147, -22.563)  0.346
H (-2.958, 10.397, -22.484)  0.301
H (-2.700, 10.498, -19.981)  -0.179
H (-1.642, 9.163, -20.051)  0.402
H (-5.813, 8.849, -20.807)  0.562
H (-4.964, 9.695, -22.015)  0.369
H (-5.078, 10.299, -20.257)  0.122
H (-3.805, 7.387, -22.205)  0.428
H (-2.574, 6.901, -21.040)  0.395
H (-5.553, 6.317, -20.945)  0.374
H (-4.258, 5.426, -20.135)  0.337
H (-5.818, 7.665, -18.843)  0.403
H (-4.761, 6.382, -18.240)  0.444
H (-3.880, 8.984, -18.236)  -0.235
H (-2.897, 7.568, -18.803)  0.281
C (2.257, 11.697, -17.474)  -1.626
C (0.844, 11.400, -17.087)  0.657
C (0.820, 10.210, -16.148)  -1.212
N (-0.609, 9.664, -15.642)  0.720
C (-1.559, 9.428, -16.873)  -1.226
C (-1.207, 10.562, -14.614)  -0.115
C (-0.891, 10.021, -13.270)  -0.762
C (-0.145, 8.683, -13.489)  -0.734
C (-0.419, 8.279, -14.886)  -0.557
H (2.926, 11.659, -16.614)  0.377
H (2.282, 12.689, -17.924)  0.416
H (2.570, 10.963, -18.217)  0.358
H (0.284, 11.215, -18.004)  -0.120
H (0.386, 12.284, -16.645)  0.290
H (1.386, 10.427, -15.242)  0.508
H (1.374, 9.377, -16.578)  0.349
H (-2.487, 9.115, -16.393)  0.820
H (-1.095, 8.763, -17.601)  0.358
H (-1.675, 10.334, -17.468)  -0.005
H (-2.230, 10.905, -14.766)  0.081
H (-0.696, 11.518, -14.734)  0.246
H (-1.848, 9.952, -12.752)  0.420
H (-0.283, 10.766, -12.758)  0.315
H (-0.518, 7.936, -12.789)  0.413
H (0.915, 8.821, -13.273)  0.293
H (-1.417, 7.842, -14.926)  0.434
H (0.414, 7.708, -15.296)  0.319
C (-3.639, 16.647, -24.162)  -1.451
C (-3.904, 16.124, -22.733)  -0.036
C (-5.186, 15.252, -22.779)  -0.954
N (-5.358, 14.470, -21.472)  0.685
C (-4.142, 13.489, -21.294)  -0.540
C (-6.612, 13.673, -21.592)  -0.680
C (-7.204, 13.582, -20.186)  -0.313
C (-6.351, 14.573, -19.324)  0.175
C (-5.565, 15.417, -20.298)  -1.009
H (-2.726, 17.241, -24.113)  0.417
H (-4.456, 17.279, -24.512)  0.351
H (-3.384, 15.906, -24.919)  0.334
H (-3.999, 16.991, -22.079)  0.338
H (-3.021, 15.613, -22.349)  0.256
H (-5.181, 14.434, -23.499)  0.418
H (-6.051, 15.863, -23.041)  0.499
H (-4.461, 12.814, -20.499)  -0.125
H (-3.289, 14.070, -20.944)  0.378
H (-4.084, 12.890, -22.203)  0.157
H (-6.453, 12.689, -22.035)  0.282
H (-7.367, 14.167, -22.203)  0.434
H (-7.240, 12.583, -19.750)  -0.057
H (-8.270, 13.805, -20.186)  0.327
H (-5.615, 13.966, -18.796)  -0.534
H (-6.918, 15.251, -18.686)  0.576
H (-4.599, 15.771, -19.938)  0.568
H (-6.122, 16.286, -20.649)  0.465
N (-10.396, 10.222, -16.787)  -0.332
S (-9.946, 11.572, -16.234)  1.093
O (-10.581, 12.829, -16.605)  -0.603
O (-8.590, 11.574, -15.691)  -0.462
F (-10.803, 11.290, -14.865)  -0.370
S (-9.696, 10.541, -18.264)  1.109
O (-8.456, 9.813, -18.554)  -0.501
O (-9.887, 11.795, -18.986)  -0.519
F (-10.731, 9.516, -19.072)  -0.400
N (-4.067, 11.721, -18.283)  0.136
S (-3.126, 12.993, -17.666)  0.406
O (-2.318, 12.728, -16.528)  -0.534
O (-3.501, 14.308, -18.077)  -0.663
F (-1.972, 12.812, -18.831)  -0.324
S (-4.796, 11.652, -17.004)  0.548
O (-5.638, 12.729, -16.538)  -0.679
O (-4.282, 10.738, -15.980)  -0.747
F (-5.932, 10.735, -17.693)  -0.193

=====

[2]
ORCA calculation (ωB97M-V with the def2-TZVPD basis set) on a molecular structure, C6H14N2 in a non-equilibrium geometry.

Results
F_max in eV Å⁻¹: 5.6
E_HOMO in eV: -21.2783
Total charge: +2
Gap between HOMO and LUMO in Ha: 0.5056

Last column: Mulliken charge in e.
Atoms and positions in Å:
C (-0.788, -1.058, -0.927)  -0.593
C (0.770, -1.099, -0.812)  -0.470
C (0.262, 1.064, -0.461)  -0.361
C (-0.166, -0.113, 1.070)  -0.539
C (-2.457, 0.574, 0.116)  -0.696
C (2.386, 0.346, 0.641)  -0.673
N (-1.072, 0.129, -0.115)  0.133
N (0.990, 0.021, 0.208)  0.109
H (-1.144, -1.049, -2.032)  0.376
H (-1.307, -1.911, -0.521)  0.441
H (1.423, -1.920, -0.318)  0.374
H (1.186, -0.928, -1.772)  0.363
H (0.617, 1.258, -1.538)  0.351
H (0.160, 1.944, 0.307)  0.400
H (-0.236, 0.599, 1.876)  0.423
H (-0.374, -1.182, 1.558)  0.302
H (-2.522, 0.899, 1.164)  0.341
H (-2.805, 1.426, -0.527)  0.364
H (-3.189, -0.246, -0.179)  0.328
H (2.255, 0.919, 1.532)  0.370
H (3.039, -0.610, 0.886)  0.330
H (2.973, 0.938, -0.156)  0.328

=====

Computed values of E (unit: Ha) for the preceding records, in sequence: -3814.3822 -345.7469.